No. 1
Computed, not measured: C39H40BrGeN2O5PRuTe as an isolated structure, with the ωB97M-V functional and the def2-TZVPD basis.

HOMO-LUMO gap (alpha / beta) = 6.04 / 6.04 eV
DFT total energy = -7350.975045 Ha
LUMO energy (alpha / beta) = -0.0396 / -0.0396 Ha

```
! RIJCOSX wB97M-V def2-TZVPD def2/J DEFGRID3
* xyz 0 1
C -4.0147 1.1862 -1.5109
H -0.3246 -7.3928 0.8985
C 2.2664 1.4058 -3.7656
H -5.4512 -2.0272 1.8746
H -2.0530 -0.0644 5.4643
O -1.6665 -4.7835 -0.7370
H 3.9795 3.3981 -3.8228
C 5.8203 2.4442 -3.2777
C -6.6685 1.5827 -2.2319
Te -0.0869 -2.8153 1.4484
H -1.7149 4.4713 1.1693
C -4.7715 -1.8322 1.0441
H 1.7812 4.6308 -1.2978
H -0.8467 0.2157 -3.3752
H 0.5134 -6.0086 0.1794
H 2.0411 2.0411 -4.6282
C -0.1231 -0.7979 0.6328
H 2.5342 -1.6705 3.0579
C 1.5433 0.8529 4.4262
P -1.4850 -3.2405 -0.4622
C 3.0039 -0.2117 1.5397
C -3.7842 -2.9650 0.8973
H -2.4115 1.4070 -0.0864
H -3.1722 -3.0806 1.7962
C 0.6392 0.4486 3.4450
C 6.4359 1.2452 -2.9405
H 7.5010 1.2202 -2.7475
H 2.5630 1.1015 4.1512
C 0.7727 2.1660 0.8168
C -4.7704 2.1952 -0.9220
H 4.7871 -2.6021 3.1804
C 1.1594 0.9889 -3.2261
H 6.6084 -1.6453 1.7978
N -0.5964 2.1290 -2.3301
C 4.5853 -1.7820 2.5026
C 4.0365 0.3016 0.7607
O -0.9448 -2.5674 -1.7002
N -1.7123 2.2072 -1.7991
C -2.5766 1.0111 -1.1114
C 1.1660 0.9348 5.7589
H 3.7307 -0.7995 -3.0293
H -6.6620 3.2013 -0.8099
C -5.9463 0.5569 -2.8113
H 6.4011 3.3549 -3.3464
H -4.3084 2.8177 -0.1604
H -0.3756 -7.1357 -0.8531
C -0.1291 0.6090 6.1376
H -1.3824 -0.2160 3.1113
H -1.8585 3.1168 -1.3572
C -0.6576 0.1223 3.8450
C -0.1570 0.9492 -2.9510
C -0.3765 -6.6354 0.1145
O -2.0370 -0.1417 -1.3720
C 3.3055 -1.2565 2.4157
H -1.6628 -5.3379 1.2730
H -7.7019 1.7305 -2.5197
C 3.7019 1.3012 -3.4438
C -4.6142 0.3420 -2.4575
H -0.3086 5.6763 -0.4824
H 6.1617 -0.8548 -2.6006
H -1.1194 -0.4385 0.9229
H -4.2422 -0.8985 1.2396
H -3.1158 -0.7961 -2.5471
C -6.0900 2.4108 -1.2760
H 2.4578 2.4306 -0.5033
H 3.8556 1.0930 0.0448
C 5.3260 -0.2008 0.8618
H 1.8858 1.2510 6.5037
C -0.4095 2.7696 1.2573
H 6.1113 0.2241 0.2506
H -4.2847 -3.9124 0.6837
H -2.5304 -6.3934 0.1525
Ru -0.0234 -0.7401 -1.3939
H -5.3561 -1.7084 0.1325
C 5.6855 0.0820 -2.8606
Ge 1.1491 0.3759 1.5461
Br 2.1390 -1.9738 -1.4817
C 1.1620 4.1144 -0.5747
C 1.5465 2.8634 -0.1096
C 4.4614 2.4685 -3.5422
O -2.9296 -2.6470 -0.2105
C -0.0144 4.6965 -0.1266
O -3.9578 -0.6737 -3.0469
C -0.8045 4.0174 0.7945
C -1.6239 -5.8034 0.2837
C 4.3199 0.1032 -3.1059
H -0.4227 0.6705 7.1780
H -1.0301 2.2682 1.9942
C 5.6035 -1.2479 1.7271
H -6.3924 -0.1036 -3.5434
C -1.0425 0.1998 5.1775
*
```


No. 2
Computed, not measured: C39H40ClN7O6Sn as an isolated structure, with the ωB97M-V functional and the def2-TZVPD basis.

HOMO-LUMO gap = 7.50 eV
DFT total energy = -3019.460935 Ha
LUMO energy = 0.0120 Ha

```
! RIJCOSX wB97M-V def2-TZVPD def2/J DEFGRID3
* xyz 0 1
H -0.4708 0.4367 3.5124
H -6.9113 -0.0995 -0.0414
H -1.2862 2.5012 4.4864
N -2.1331 1.5502 2.8226
C 2.9686 4.3484 2.3566
H -2.8118 -1.0340 -0.8314
C -4.8267 -0.5592 -0.2893
C 3.8747 2.2699 1.5734
H -4.9355 3.1859 1.0276
C 6.4406 0.7728 0.9651
O 2.0623 1.5631 -0.5975
H -4.3871 2.5463 2.5777
H -1.5128 -4.4000 -3.1716
C -0.9912 -0.8749 -4.3114
H 6.6615 -1.3298 -1.0960
H -1.3309 -0.2555 2.1359
C -5.2731 -0.1983 -2.9980
C 3.1178 -1.7466 2.8872
C 1.8920 -2.7361 1.0606
H 5.2701 -2.4074 -1.2482
C 3.6160 -0.2709 -0.9609
H -4.6462 -0.7217 0.7619
H -2.0629 -0.3089 3.7607
C -6.0915 -0.2143 -0.7388
C 4.3349 1.9910 2.8574
C 4.8082 -0.5464 -0.3650
C -4.1960 3.3030 1.8234
C -0.5170 -2.5150 -0.5209
C -3.7842 -0.7334 -1.1843
C -1.3334 -3.1050 0.4544
C 1.4792 -0.4527 1.6787
N 0.2888 -1.4039 -0.2099
C 5.7477 -1.6724 -0.6060
H 3.2914 4.8009 4.4306
H -1.2608 -2.7531 1.4777
H 6.4405 1.7923 1.3370
H -4.3236 4.2932 2.2685
C -2.0699 2.0680 1.5537
Cl -4.5159 -2.1829 -5.1803
C -1.4801 -4.0249 -2.1554
C 2.4176 -0.5636 2.6919
H 0.1103 -2.6355 -2.5538
C 3.1853 3.4521 1.3222
C -0.5841 -3.0201 -1.8196
H 7.1261 0.7153 0.1183
C 0.5134 -0.7168 -4.3052
C -4.0148 -0.5719 -2.5416
H 4.8262 1.0499 3.0643
N -2.9667 -0.8070 -3.4782
H 6.0249 -2.1500 0.3343
N 5.0936 0.4071 0.5616
C -2.2196 -4.1144 0.1212
C 4.1297 2.9052 3.8784
H -3.0782 4.7727 -0.0046
H -5.4477 -0.0367 -4.0514
C -2.2606 2.3942 3.9984
C -2.3130 -4.5699 -1.1892
C -1.5387 -2.1799 -6.5602
H 0.3537 -1.9876 -6.1722
H 2.8136 3.6509 0.3289
C 1.1972 -1.5357 0.8336
O -1.3295 1.5850 0.6919
H -2.9523 1.9472 4.7158
H -1.6084 3.8123 -0.2631
C -1.8249 -1.5288 -5.2418
O 1.0028 -0.0094 -3.3788
H -2.6148 3.3843 3.7317
H -7.2875 0.2570 -2.4538
C 2.8425 -2.8314 2.0615
C 3.1257 0.9389 -0.3959
O -0.2731 -2.3980 -6.8509
N -1.6756 -0.4392 -3.2633
O 1.1596 -1.2997 -5.1837
O -2.4406 -2.4898 -7.2998
C -1.4596 0.2849 3.0700
N -2.8574 3.1516 1.2727
H -3.1708 3.1930 -0.8210
Sn 0.0061 0.5085 -1.3572
H 3.3784 -3.7631 2.1998
N 4.0813 1.3524 0.5193
H 1.6751 -3.5878 0.4272
C -3.0734 -1.4606 -4.6618
H 2.4277 5.2645 2.1592
C 3.4482 4.0878 3.6322
C -6.3066 -0.0241 -2.0936
H 3.0881 -0.8438 -1.7055
H 4.4942 2.6839 4.8730
H 0.9293 0.4725 1.5396
H 3.8495 -1.8285 3.6810
H -2.8530 -4.5469 0.8863
H -3.0059 -5.3597 -1.4480
H 6.7975 0.1118 1.7548
H 2.5856 0.2780 3.3537
C -2.6690 3.7631 -0.0319
*
```


No. 3
Computed, not measured: C39H41As2Cl2N2NdOP as an isolated structure at a distorted geometry, with the ωB97M-V functional and the def2-TZVPD basis.

<S²> = 3.753
HOMO-LUMO gap (alpha / beta) = 7.66 / 7.95 eV
DFT total energy = -7989.329683 Ha
LUMO energy (alpha / beta) = -0.3094 / -0.2986 Ha

```
! RIJCOSX wB97M-V def2-TZVPD def2/J DEFGRID3
* xyz 3 4
C 1.8324 1.5199 -3.1520
C -0.0644 -2.6965 3.1315
C 0.9957 0.4410 -3.1126
C -1.0200 -1.5903 3.6670
H -3.9975 5.8915 0.4153
H 2.4850 -2.1814 -3.3676
C -1.0815 -3.4859 -0.5165
H 2.6508 1.4023 -3.8191
H 3.1152 -3.3025 1.2926
C 4.2409 0.4220 2.5798
Cl -5.2246 -3.1264 1.1477
C -2.2564 5.5499 1.6514
C -1.1610 3.5099 1.3875
H -1.7686 -5.4536 -1.1214
C 6.1998 -1.4238 -1.9996
C 6.5368 -0.2922 -1.2628
As 3.1629 0.6419 0.9701
C -3.6622 -3.2522 0.4436
C 1.4476 2.7023 -2.5327
C 4.9122 -1.9408 -1.9288
H 0.0446 3.5585 -1.1389
H 4.5625 2.7537 1.0837
H -0.0726 -3.6410 -0.8426
C -5.4497 1.2993 -3.5918
Nd 0.1054 -0.3767 0.6165
H 4.6068 -0.6167 2.7797
As 2.2679 -2.2967 -0.8479
O 0.9325 -2.0153 2.3069
H 6.8811 -1.9858 -2.6542
Cl 0.2525 2.4085 1.9308
N -1.4554 -2.2929 0.0002
H 5.7157 1.3054 -0.0021
C -3.2639 -4.4719 -0.1576
H -2.3075 2.4921 -3.3241
C -2.7738 -0.8176 5.1052
C -3.0950 4.0266 0.0590
H -3.7420 3.6641 -0.7401
C -2.0761 3.1299 0.3455
C 2.1327 -2.9473 -2.6837
H -3.8183 -5.3687 -0.2925
C -3.1967 5.2413 0.6831
C 5.5426 0.3184 -0.5061
C -2.8852 0.2756 4.2216
C -4.2518 1.9519 -3.8819
C -3.1884 1.9947 -3.0347
H 0.3962 -3.2627 3.9072
H -3.4024 -0.8846 5.9732
C 2.8598 -3.7268 0.3083
H -2.3604 1.1956 2.3780
C 3.9726 -1.3627 -1.0547
C -5.6396 0.7929 -2.3389
C -2.1627 0.3524 3.0777
H 4.7270 -2.7105 -2.5693
C 4.3191 -0.2551 -0.3291
C -3.3958 1.5126 -1.7383
H 2.1382 -4.5558 0.4945
N -1.2705 -0.6082 2.7869
H 2.0121 3.6252 -2.7215
H -4.0790 2.3960 -4.8520
H -6.2701 1.2425 -4.2994
H 3.8098 -4.1815 -0.0333
H 5.2616 0.9651 2.3718
H -4.6897 0.4175 -0.4814
H 3.7799 0.8363 3.4565
C -4.5921 0.9204 -1.4104
C -1.9626 -4.5546 -0.5993
H 7.5305 0.0344 -1.2893
H -2.3612 6.4548 2.2420
H -3.5549 1.0873 4.5077
P -1.9792 1.5392 -0.5084
H 3.5080 2.6754 -0.3419
C 3.5955 2.5051 0.7017
H 1.2762 -0.4305 -3.7676
H -0.8275 -0.3926 -2.4487
H 1.8144 -2.1907 2.6889
H 2.8689 -3.7291 -2.6972
C -1.7774 -1.7617 4.8279
C 0.3284 2.6686 -1.6732
C -1.2110 4.7598 1.9850
C -2.7062 -2.2029 0.5256
H 2.8378 3.1551 1.1920
H 1.2344 -3.4080 -3.0772
H -0.6703 -3.3434 2.4367
C -0.1708 0.4073 -2.3173
H -3.0827 -1.2902 0.9827
H -1.4643 -2.5830 5.4113
H -6.5253 0.2351 -2.0084
C -0.5046 1.5567 -1.5806
H -0.4216 5.1748 2.5748
*
```


No. 4
Computed, not measured: C39H41BrEuF4IN6O as an isolated structure at a distorted geometry, with the ωB97M-V functional and the def2-TZVPD basis.

<S²> = 15.760
HOMO-LUMO gap (alpha / beta) = 5.72 / 6.59 eV
DFT total energy = -5896.058034 Ha
LUMO energy (alpha / beta) = 0.0865 / 0.0865 Ha

```
! RIJCOSX wB97M-V def2-TZVPD def2/J DEFGRID3
* xyz -1 8
H 3.5966 0.8847 -2.4642
H -4.3687 -1.4213 -1.2156
H 1.1169 -4.6193 3.9398
C -2.3294 4.4203 -2.7279
F -4.0224 2.8272 -2.5702
C -0.2592 4.1594 -1.6993
C 2.5365 -1.7045 -2.9922
N 1.1324 1.5736 2.4024
H 4.0960 3.0977 1.9718
C 1.2381 -1.3469 -0.9163
C 2.2498 2.0145 1.8316
H 2.4136 1.7013 -1.4298
C 4.3588 -5.0759 3.0908
C 0.8636 0.1526 -2.9194
H -0.1784 -2.8339 -2.4179
I 0.7608 -1.7135 3.2360
C -1.9264 2.3386 -1.4648
C 2.1103 -4.3840 3.5669
C -1.8384 0.3552 2.7320
Eu -0.4179 0.0053 0.4982
F 0.2141 2.2939 -0.4288
H -3.5689 -0.8965 0.2794
H -3.1878 -2.4359 -2.8636
Br 4.1629 -1.1219 1.9867
H -3.5812 5.2340 1.5045
H -4.4047 1.3593 3.1957
H 2.3914 1.7495 0.7882
H -5.1958 3.6436 2.5680
N -1.5855 2.5454 1.8243
H 1.6210 2.7984 5.4778
H 5.6153 -3.5579 2.2237
H -1.4064 -4.0918 -2.6383
C -3.7450 2.0699 2.7092
C -3.4067 -3.9942 -0.4781
H -3.3924 -4.3997 -1.4974
N 1.6929 1.3048 -3.3499
H -0.9802 -3.0277 -3.9830
H 3.2021 2.6057 -2.7272
C 2.8653 -3.2078 -1.1590
N -0.9644 0.2231 3.6832
O -2.1323 -0.6255 1.9606
C 1.5877 -0.9991 -2.2364
H -3.2966 -4.8378 0.2137
C 2.9827 3.0647 3.8284
H -3.4766 0.4037 -2.4627
C -2.7505 3.1937 -2.2581
C -0.3667 1.3591 4.3482
H -0.7625 5.9047 -2.8908
N -2.2846 -1.7863 -1.0705
C 2.3533 -3.0986 3.0802
H 3.3491 -4.0765 -0.7125
C 4.6305 -3.8041 2.6047
C 0.9199 1.8560 3.6821
H -2.3084 -2.6568 0.7968
C -2.2794 -2.9919 -0.2379
H -4.2816 0.9560 -1.0131
C 3.6378 -2.8268 2.6111
C -2.4397 1.7098 2.4137
H 2.7516 -1.4034 -4.0189
N -2.1642 1.1269 -0.9668
H 2.9183 0.5575 -4.9483
C -3.2843 4.2273 1.7809
H 0.3508 -0.2243 -3.8103
H 0.0835 0.5148 -2.2628
C -2.2101 -2.0690 -2.5022
C 1.8283 2.5979 4.4299
H -2.0298 -1.1193 -3.0058
C -0.6663 2.9563 -1.2090
C -3.4565 -0.9580 -0.8003
H 5.1356 -5.8336 3.0848
F 0.9814 4.5939 -1.3811
H 3.9505 -3.3353 -3.0325
H 2.8716 -6.3524 3.9768
H 3.7050 3.6432 4.3953
H -1.3184 -3.4870 -0.3835
C 3.2045 2.7675 2.4938
H 1.2712 1.0763 -5.3805
C 2.1198 1.2924 -4.7285
H -0.0945 1.0599 5.3615
C -1.0805 4.9523 -2.4837
H -1.0453 2.2157 4.4396
C 1.9052 -2.4895 -0.4421
C 3.1991 -2.8021 -2.4532
H -4.3907 -3.5479 -0.3051
C 3.0939 -5.3659 3.5800
F -3.2053 5.1422 -3.4709
C -1.1297 -3.0636 -2.8983
C 2.7839 1.6300 -2.4534
H 2.5064 2.2808 -5.0032
C -4.1733 3.3421 2.3701
C -3.3839 0.4458 -1.3731
C -1.9927 3.7847 1.5376
H 1.6584 -2.8720 0.5444
H -1.2546 4.4461 1.0940
*
```


No. 5
Computed, not measured: C39H41NNbO5S as an isolated structure at a distorted geometry, with the ωB97M-V functional and the def2-TZVPD basis.

HOMO-LUMO gap = 6.60 eV
DFT total energy = -2396.164286 Ha
LUMO energy = 0.0352 Ha

```
! RIJCOSX wB97M-V def2-TZVPD def2/J DEFGRID3
* xyz -1 1
C 2.1042 -1.1558 9.1436
H 9.9095 -0.0197 -2.0873
S -2.6867 2.0729 0.7983
H -0.8742 0.1300 -2.3445
H 3.7972 -0.1887 8.2264
H 0.0842 2.1755 -0.5191
C 3.6620 0.2591 10.3294
H 8.0622 2.8666 0.5072
H -5.0743 3.8759 -2.1390
H -0.7306 -1.7295 1.8601
C -0.2603 -1.8941 4.6824
H 1.4819 -1.6934 1.8549
C -4.0522 0.9896 -3.6193
C -6.2633 0.7825 -10.3631
C -4.7763 1.0806 -4.8082
H 1.2679 -0.9288 12.4320
H 0.3286 -3.9890 5.9170
H 1.7735 -1.6253 8.2208
C 2.0270 -0.1669 4.4794
C -6.7171 1.4650 -11.4915
H -8.4278 3.9732 -9.9597
C 3.2410 -0.3471 9.1462
H -1.2232 -4.1676 -1.9129
C -1.7338 -2.3611 -0.0852
C -5.7196 3.1800 -4.0735
C -6.5897 1.2476 -9.0889
C 1.2764 -0.5109 -0.3641
H -7.8576 3.1386 -12.2262
H -7.6129 2.7646 -7.9515
H -4.6922 0.2972 -5.5569
H -6.3728 4.0306 -4.2482
C 7.9819 2.0077 -0.1532
C -1.5317 -1.2290 1.1299
H 5.6633 -0.1281 -1.4294
H -6.4614 1.1033 -12.4844
C 2.3354 -2.6290 5.8238
C 0.4260 -0.5013 4.1458
C 6.7366 1.4266 -0.3937
C -7.3643 2.3982 -8.9444
H 10.0951 1.9335 -0.5677
H 4.7089 -2.4299 -1.7091
C -4.1567 1.9975 -2.6610
H 3.2821 0.5209 12.4343
C 1.3925 -1.3615 10.3250
H 0.5052 -1.9897 10.3223
H -3.5879 1.9297 -1.7369
C 1.9235 -1.5156 0.7869
C 3.3100 -2.2521 0.2084
H 1.2853 0.4423 -2.6405
C 0.7217 -2.9520 5.5247
C -0.9357 -4.4644 -0.8121
H -2.8702 -2.3260 -0.3568
C -4.9912 3.0918 -2.8868
H -1.0035 -2.1941 -0.9883
C 3.7133 -1.8882 -1.3269
N 3.0605 -1.0034 -2.3339
O -1.5966 0.9931 3.7389
H -6.2394 0.7140 -8.2095
H -3.4063 0.1345 -3.4406
H -2.5727 -1.0747 1.6727
C -7.8212 3.0785 -10.0727
O -1.4396 -3.7495 0.4043
C 9.1236 1.4845 -0.7596
Nb -0.6173 0.6646 0.2575
H 2.5484 0.8422 4.1229
C 1.8188 -0.7629 11.5102
C 1.8426 -0.2778 -1.8701
C -7.4996 2.6103 -11.3469
C 6.6334 0.3262 -1.2441
C -5.6079 2.1767 -5.0357
C 2.9525 0.0504 11.5118
H 3.9409 -3.0025 0.8887
H 7.6922 -1.0445 -2.5256
O -1.5626 0.2722 -1.6308
H 5.8471 1.8317 0.0817
O -0.0737 -5.5122 -0.6927
C -0.3774 0.6612 3.2503
H 4.5446 0.8942 10.3305
H -3.7224 1.1915 1.1458
C 9.0200 0.3864 -1.6130
H 3.0280 -3.3778 6.4049
H 4.1401 -0.9083 5.5064
C 7.7738 -0.1912 -1.8578
O 0.2625 1.2692 2.0749
H -5.6555 -0.1114 -10.4759
H -6.1702 2.2488 -5.9634
C 3.0067 -1.2131 5.3238
H -1.4019 -2.1430 4.4784
*
```